[1]
Entry from the OMol25 dataset: one molecule with the formula C4H6OS (the ωB97M-V functional and the def2-TZVPD basis).

Computed properties:
Total energy = -629.3000 Ha
Energy above the lowest of the compared OMol25 structures with the same formula, charge and spin = 92.4 kcal/mol
Multiplicity = 1
SMILES = C1O[C@H]2C[C@@H]2S1
E_LUMO = 0.97 eV

CARTESIAN COORDINATES (ANGSTROEM)
1 S -1.4057 -1.2116 -0.0918
2 O -0.3316 1.3074 0.1720
3 C -1.6195 0.6983 0.0297
4 C 1.6927 -0.5201 -0.0481
5 C 0.2817 -0.9219 0.3889
6 C 0.5204 0.3323 -0.3798
7 H 0.3200 0.2199 -1.4244
8 H 0.2601 -0.6831 1.4672
9 H 2.2097 -0.8943 -0.8988
10 H 2.3504 -0.3636 0.8051
11 H -2.1947 0.9771 0.8945
12 H -2.0836 1.0596 -0.9145

Forces on the atoms, in the same order (eV/Å):
0.021 0.090 -0.080
0.431 -0.026 0.075
-0.018 0.221 -0.896
0.259 0.538 0.673
-0.339 -0.095 0.781
0.110 0.149 0.555
-0.192 -0.093 -0.612
0.059 -0.081 -0.623
0.212 -0.297 -0.652
-0.279 -0.069 -0.072
-0.362 0.031 0.249
0.098 -0.369 0.601

=====

[2]
Entry from the OMol25 dataset: one molecule with the formula C4H6OS in a non-equilibrium geometry (the ωB97M-V functional and the def2-TZVPD basis).

Computed properties:
Total energy = -629.3379 Ha
Energy above the lowest of the compared OMol25 structures with the same formula, charge and spin = 68.6 kcal/mol
Multiplicity = 1
SMILES = O=CC1CSC1
E_LUMO = 0.25 eV

CARTESIAN COORDINATES (ANGSTROEM)
1 S -1.8600 -0.5073 -0.7098
2 O 2.3491 -0.7777 -0.5855
3 C 0.2598 0.1947 0.3773
4 C -0.4765 -1.1879 0.3030
5 C 1.5944 0.2406 -0.5549
6 C -0.9244 0.9559 -0.1610
7 H -0.5250 1.7488 -0.8893
8 H 1.6593 1.2904 -0.9361
9 H 0.3665 0.5661 1.3613
10 H -1.6356 1.1982 0.7970
11 H -0.0570 -2.0135 -0.3549
12 H -0.7506 -1.7083 1.3529

Forces on the atoms, in the same order (eV/Å):
0.350 -0.121 -0.314
-2.747 4.862 -0.683
0.275 -2.111 -2.107
0.010 -2.523 1.082
0.023 -3.764 2.949
-1.335 1.553 1.240
-1.668 -0.613 1.016
1.029 -0.811 -0.642
1.295 0.019 1.128
2.123 0.890 -2.508
0.244 1.181 1.211
0.401 1.439 -2.372

=====

[3]
Entry from the OMol25 dataset: one molecule with the formula C4H6OS in a non-equilibrium geometry (the ωB97M-V functional and the def2-TZVPD basis).

Computed properties:
Total energy = -629.3603 Ha
Energy above the lowest of the compared OMol25 structures with the same formula, charge and spin = 54.5 kcal/mol
Multiplicity = 1
SMILES = C=C(S)CC=O
E_LUMO = 0.75 eV

CARTESIAN COORDINATES (ANGSTROEM)
1 S 2.4475 0.7653 0.0427
2 O -2.2240 -0.7461 -0.6575
3 C -1.9007 0.3640 -0.2773
4 C 0.7289 -0.0434 0.0376
5 C -0.4730 0.8776 0.0281
6 C 0.6523 -1.3170 0.3275
7 H 3.3236 -0.2862 -0.3946
8 H -2.7560 1.1182 -0.0277
9 H 1.5922 -1.9273 0.0625
10 H -0.7747 1.1981 0.9945
11 H -0.2792 1.8309 -0.4323
12 H -0.3368 -1.8340 0.2964

Forces on the atoms, in the same order (eV/Å):
-0.502 -1.105 -0.822
0.626 1.454 0.558
-0.811 -0.865 -0.963
1.053 1.326 0.700
-0.638 -0.367 -0.205
0.559 -2.703 -2.089
-1.666 1.161 0.575
1.410 -0.702 -0.329
-1.599 0.664 1.267
0.577 0.412 1.743
-0.037 0.294 -0.724
1.029 0.431 0.289

=====

[4]
Entry from the OMol25 dataset: one molecule with the formula C4H6OS in a non-equilibrium geometry (the ωB97M-V functional and the def2-TZVPD basis).

Computed properties:
Total energy = -629.2385 Ha
Energy above the lowest of the compared OMol25 structures with the same formula, charge and spin = 130.9 kcal/mol
Multiplicity = 1
E_LUMO = 0.13 eV

CARTESIAN COORDINATES (ANGSTROEM)
1 S -0.8640 -1.7341 0.5708
2 O -0.3561 -1.9325 1.9325
3 C -0.9737 -0.0124 0.1635
4 C 0.2783 -0.8919 -0.5402
5 C 1.6169 -0.5245 -0.9505
6 C -1.2266 1.4090 0.4283
7 H -0.6356 2.1150 -0.0813
8 H 2.3095 -0.7771 -0.1399
9 H -2.3785 1.4753 0.0875
10 H 1.4062 0.5001 -1.3684
11 H -1.2904 1.6061 1.5492
12 H 2.1140 -1.2330 -1.6516

Forces on the atoms, in the same order (eV/Å):
0.371 0.710 -0.168
0.009 -0.221 0.089
7.130 -4.362 -3.856
-7.421 3.322 4.190
0.289 -0.496 -1.023
-4.502 -1.194 1.521
0.809 0.644 -0.613
-0.085 1.416 0.566
2.380 0.573 0.627
1.654 -0.770 0.564
0.331 -0.206 -1.380
-0.966 0.582 -0.517

=====

[5]
Entry from the OMol25 dataset: one molecule with the formula C4H6OS2 in a non-equilibrium geometry (the ωB97M-V functional and the def2-TZVPD basis).

Computed properties:
Total energy = -1027.6297 Ha
Energy above the lowest of the compared OMol25 structures with the same formula, charge and spin = 1.2 kcal/mol
Multiplicity = 1
SMILES = O=C1SCCCS1
E_LUMO = 0.50 eV

CARTESIAN COORDINATES (ANGSTROEM)
1 S 0.8383 0.7334 -1.6067
2 S -1.3642 1.3348 0.4881
3 O -0.8404 2.6849 -1.6757
4 C -0.4942 1.7214 -0.9844
5 C 1.3453 -0.0916 -0.0721
6 C -1.1351 -0.4810 0.4658
7 C 0.2739 -1.0031 0.5711
8 H 2.2141 -0.6743 -0.3596
9 H -1.5428 -0.7848 -0.4860
10 H 1.6768 0.6502 0.6642
11 H 0.5133 -1.2251 1.6499
12 H -1.8092 -0.8494 1.2646
13 H 0.3242 -2.0155 0.0809

Forces on the atoms, in the same order (eV/Å):
-0.232 -0.170 0.725
0.389 -0.413 0.311
0.615 -1.618 1.475
-0.723 2.203 -2.258
-0.232 -0.218 0.630
-0.767 0.194 0.164
0.899 -1.263 0.573
0.138 -0.103 0.059
-0.321 -0.167 -0.204
-0.097 0.009 -0.344
0.072 0.527 -0.978
0.470 0.095 -0.450
-0.212 0.924 0.297

=====

[6]
Entry from the OMol25 dataset: one molecule with the formula C4H6P2 (the ωB97M-V functional and the def2-TZVPD basis).

Computed properties:
Total energy = -838.6063 Ha
Energy above the lowest of the compared OMol25 structures with the same formula, charge and spin = 31.3 kcal/mol
Multiplicity = 1
SMILES = [PH2]#P1[C@@H]2C=C[C@@H]21
E_LUMO = 1.04 eV

CARTESIAN COORDINATES (ANGSTROEM)
1 P -0.6624 -0.7021 -0.5630
2 P -2.5415 0.1115 0.1640
3 C 1.7552 0.2662 -0.5781
4 C 0.4084 -0.2532 0.8892
5 C 0.3875 0.7682 -0.2303
6 C 1.7994 -0.5974 0.4394
7 H 0.0362 1.7868 -0.2208
8 H -2.8686 0.6593 -1.0750
9 H 2.4224 0.5156 -1.3813
10 H -3.2563 -1.0545 -0.1089
11 H 0.0351 -0.1471 1.8953
12 H 2.4846 -1.3534 0.7694

Forces on the atoms, in the same order (eV/Å):
0.224 -0.451 -0.213
-0.307 0.422 0.653
0.799 0.441 0.135
-0.202 -0.031 0.091
-0.269 -0.160 -0.173
0.021 0.052 0.075
-0.036 0.061 0.155
-0.153 0.246 -0.431
0.093 -0.063 -0.263
-0.283 -0.380 -0.003
-0.065 0.108 0.014
0.179 -0.243 -0.039

=====

[7]
Entry from the OMol25 dataset: one molecule with the formula C4H6S in a non-equilibrium geometry (the ωB97M-V functional and the def2-TZVPD basis).

Computed properties:
Total energy = -554.0099 Ha
Energy above the lowest of the compared OMol25 structures with the same formula, charge and spin = 101.8 kcal/mol
Multiplicity = 1
SMILES = C=CCC=S
E_LUMO = -0.17 eV

CARTESIAN COORDINATES (ANGSTROEM)
1 S 1.9397 -0.4699 0.3566
2 C -1.8221 0.3113 -0.3425
3 C 0.4034 -0.2421 0.6569
4 C -1.8549 1.7082 -0.8489
5 C -0.6461 -0.7230 -0.1763
6 H -0.8376 2.4819 -0.7826
7 H -3.0817 1.9200 -0.9532
8 H -0.0287 -0.1633 1.8129
9 H -0.1444 -1.0562 -1.2262
10 H -0.5955 -1.8454 0.3321
11 H -2.8295 -0.1441 -0.6240

Forces on the atoms, in the same order (eV/Å):
1.447 0.580 -0.021
-1.190 2.174 -3.519
-0.259 -0.516 4.477
0.046 -3.498 3.041
0.204 -1.687 -2.754
-3.572 -2.239 -0.375
3.981 0.454 -0.049
1.324 0.661 -2.730
-1.444 1.154 1.981
-1.902 2.585 -1.052
1.364 0.332 1.001

=====

[8]
Entry from the OMol25 dataset: one molecule with the formula C4H6S2 in a non-equilibrium geometry (the ωB97M-V functional and the def2-TZVPD basis).

Computed properties:
Total energy = -952.3356 Ha
Energy above the lowest of the compared OMol25 structures with the same formula, charge and spin = 21.2 kcal/mol
Multiplicity = 1
SMILES = C=CSC(C)=S
E_LUMO = -0.06 eV

CARTESIAN COORDINATES (ANGSTROEM)
1 S 0.7493 0.7115 -1.1601
2 S 0.8137 -1.8208 -2.6366
3 C 0.1635 1.0981 0.4853
4 C -0.0326 -1.6047 -0.0169
5 C 0.5100 -1.0074 -1.2375
6 C -0.6195 2.1374 0.7374
7 H 0.7360 -1.4555 0.7469
8 H -0.1728 -2.6775 -0.1709
9 H -0.9658 2.3038 1.7587
10 H -0.8268 2.8491 -0.0055
11 H 0.6118 0.5585 1.3037
12 H -0.9668 -1.0927 0.1954

Forces on the atoms, in the same order (eV/Å):
0.103 0.364 0.242
-0.030 0.516 0.762
0.403 0.464 -0.275
0.265 -1.036 0.083
0.204 0.024 -1.650
0.555 -0.774 1.038
-0.477 -0.087 0.357
-0.128 0.215 0.098
0.259 0.201 -0.282
-0.820 0.677 -0.942
-0.270 -0.406 0.033
-0.064 -0.156 0.536

=====

[9]
Entry from the OMol25 dataset: one molecule with the formula C4H6S2 in a non-equilibrium geometry (the ωB97M-V functional and the def2-TZVPD basis).

Computed properties:
Total energy = -952.3350 Ha
Energy above the lowest of the compared OMol25 structures with the same formula, charge and spin = 21.6 kcal/mol
Multiplicity = 1
SMILES = S=C(S)C1CC1
E_LUMO = -0.21 eV

CARTESIAN COORDINATES (ANGSTROEM)
1 S 1.0957 2.0286 0.0739
2 S 2.6241 -0.6245 0.0116
3 C -0.0160 -0.4862 -0.1299
4 C 1.2110 0.3602 -0.0807
5 C -1.2839 0.1367 -0.6343
6 C -1.2636 -0.3171 0.7787
7 H 3.5836 0.4154 0.1157
8 H -1.3611 1.2023 -0.8300
9 H -1.8632 -0.4518 -1.3569
10 H -1.1130 0.4956 1.4797
11 H 0.1688 -1.5241 -0.4335
12 H -1.7825 -1.2350 1.0058

Forces on the atoms, in the same order (eV/Å):
0.587 -1.647 -0.248
1.341 1.287 -0.053
0.063 -0.308 -0.620
-1.130 1.504 1.235
-1.198 -0.469 -0.802
1.185 0.656 -0.701
-1.214 -1.159 -0.143
0.521 -0.179 0.131
0.270 0.125 0.373
-0.376 -0.347 0.345
-0.110 0.423 0.031
0.061 0.115 0.453

=====

[10]
Entry from the OMol25 dataset: C4H7AgO as an isolated structure in a non-equilibrium geometry (the ωB97M-V functional and the def2-TZVPD basis).

Computed properties:
Total energy = -378.2489 Ha
Energy above the lowest of the compared OMol25 structures with the same formula, charge and spin = 136.5 kcal/mol
Multiplicity = 2
<S²> = 0.78
E_LUMO (alpha / beta) = -6.48 / -6.46 eV
Charge = +1

CARTESIAN COORDINATES (ANGSTROEM)
1 Ag -3.6537 2.0236 0.4912
2 O 3.3381 0.1413 0.7820
3 C -1.0285 -0.5902 0.2838
4 C 2.1161 -0.5677 0.8143
5 C -1.9819 -0.0390 -0.4027
6 C 0.9796 0.4075 0.8205
7 H 1.0407 1.2079 0.0769
8 H 0.6810 0.7644 1.8117
9 H 4.0632 -0.4803 0.6821
10 H 2.0390 -1.2335 -0.0684
11 H 2.0550 -1.2181 1.7060
12 H -1.1910 -1.1251 1.2323
13 H -1.7426 -1.5200 -0.3879

Forces on the atoms, in the same order (eV/Å):
0.509 -0.781 -0.546
-0.218 0.433 0.065
-1.725 -0.738 0.223
-0.259 -1.165 -0.239
0.641 -0.602 0.776
0.238 0.673 0.116
-0.166 -0.387 0.029
-0.219 -0.196 -0.304
0.058 -0.097 -0.011
-0.033 0.265 0.241
0.031 0.221 -0.221
0.943 0.196 -0.017
0.200 2.178 -0.112

=====

[11]
Entry from the OMol25 dataset: C4H7AlN as an isolated structure in a non-equilibrium geometry (the ωB97M-V functional and the def2-TZVPD basis).

Computed properties:
Total energy = -452.2417 Ha
Energy above the lowest of the compared OMol25 structures with the same formula, charge and spin = 18.9 kcal/mol
Multiplicity = 1
E_LUMO = -20.29 eV
Charge = +3

CARTESIAN COORDINATES (ANGSTROEM)
1 Al -24.7261 23.4414 3.0542
2 N -25.6457 23.9636 0.2491
3 C -26.3822 24.1847 -0.6300
4 C -27.2541 24.4574 -1.7651
5 C -29.5967 25.1348 -2.5281
6 C -28.7481 24.5830 -1.4738
7 H -26.9298 25.5314 -1.9376
8 H -29.3636 26.2221 -2.7642
9 H -29.0705 23.6407 -0.9222
10 H -29.3957 24.6347 -3.5013
11 H -27.0142 23.8971 -2.6827
12 H -28.8416 25.2682 -0.5615
13 H -30.6550 25.2341 -2.2226

Forces on the atoms, in the same order (eV/Å):
0.185 -0.129 0.132
-0.295 0.625 -0.313
-0.427 -1.184 -0.213
0.373 -0.984 0.480
0.406 -1.062 0.836
0.857 1.745 -1.113
-0.294 0.279 -0.534
-0.461 0.357 -0.579
0.118 -0.119 0.686
0.298 0.382 -0.283
0.527 0.125 0.073
-1.261 -0.256 0.496
-0.026 0.221 0.332

=====

[12]
Entry from the OMol25 dataset: one molecule with the formula C4H7BN2 in a non-equilibrium geometry (the ωB97M-V functional and the def2-TZVPD basis).

Computed properties:
Total energy = -290.9509 Ha
Energy above the lowest of the compared OMol25 structures with the same formula, charge and spin = 48.2 kcal/mol
Multiplicity = 1
SMILES = C=C/C=C\N=B\N
E_LUMO = 0.26 eV

CARTESIAN COORDINATES (ANGSTROEM)
1 N 3.3128 -0.4564 0.0889
2 N 0.9250 0.6577 -0.2155
3 C -1.6462 -1.4177 -0.1849
4 C -2.1861 -0.2680 0.1643
5 C -0.1973 1.3806 -0.0860
6 C -1.4738 1.0403 0.0623
7 B 1.9972 -0.0280 0.0503
8 H -3.2017 -0.0662 0.5991
9 H 3.9719 0.0145 -0.5638
10 H -0.7255 -1.5036 -0.8628
11 H 3.6566 -1.2001 0.5990
12 H -2.1584 -2.3205 0.0614
13 H -0.0651 2.4119 -0.0018
14 H -2.2096 1.7556 0.2894

Forces on the atoms, in the same order (eV/Å):
-0.017 1.953 -1.857
2.630 -2.681 0.683
0.942 -0.886 -1.345
0.646 2.170 0.254
-0.590 -0.272 0.280
-1.244 -2.279 -0.117
-2.322 2.296 -0.974
1.030 -1.125 -0.190
-0.738 -0.764 1.015
-1.283 0.307 1.550
0.775 -1.550 0.946
-0.269 -0.679 -0.184
0.602 1.776 -0.029
-0.163 1.733 -0.033